C36H30N10O3PTeYb | wB97M-V/def2-TZVPD

The spin multiplicity is 2. The calculation puts the frontier orbital gap (alpha / beta) at 4.76 / 4.80 eV. The calculation puts the electronic energy at -3931.2915 Eh. The calculation puts the energy above the lowest of the compared OMol25 structures with the same formula, charge and spin at 485.18 kJ/mol.

XYZ file:
```
82
Properties=species:S:1:pos:R:3:mulliken_spin:R:1
Yb -0.0545 -0.1112 -0.3108 1.012
C 6.5527 -0.0598 -1.1382 0.000
C 6.4126 -1.3734 -0.7216 -0.001
C 5.1888 -2.0736 -0.8081 0.001
C 4.0873 -1.3554 -1.2668 0.001
C 2.6209 -1.6000 -1.3975 -0.001
N 2.2009 -2.8300 -1.5439 0.000
C -0.1549 -2.9777 -1.2897 0.019
C -0.5917 -4.1852 -0.5707 0.007
C -0.1496 -5.4948 -0.4457 0.004
C -0.8837 -6.4311 0.2393 0.004
C -2.1430 -6.0546 0.7209 0.001
C -2.6177 -4.7677 0.6095 0.005
C -1.8626 -3.8321 -0.0675 0.011
C -2.0997 -2.4185 -0.3400 0.024
N -3.1665 -1.7118 0.0224 -0.011
C -3.2430 -0.3951 -0.4461 0.008
N -2.2306 0.4305 -0.7831 0.004
C -2.7069 1.6548 -1.0354 -0.031
N -2.0110 2.7422 -1.3594 0.015
C -0.7538 2.8276 -1.5071 -0.020
N 0.2401 1.8175 -1.5140 0.002
C 1.4426 2.3526 -1.9162 -0.005
N 2.6550 1.7955 -2.0407 -0.003
C 2.8723 0.5252 -1.7098 0.001
N 1.9291 -0.4235 -1.6564 -0.003
C 4.2577 0.0091 -1.6167 -0.002
C 5.4630 0.6631 -1.5792 -0.001
C 1.2388 3.7501 -2.2626 -0.005
C 2.1625 4.6245 -2.8368 0.001
C 1.7118 5.9663 -2.9856 -0.004
C 0.4217 6.3172 -2.5816 0.002
C -0.5104 5.3733 -2.0978 -0.006
C -0.0634 4.0700 -1.9115 -0.004
C -4.1653 1.6182 -0.9191 0.003
C -5.1706 2.6012 -1.1372 -0.009
C -6.4524 2.2914 -0.7799 0.005
C -6.7766 1.0261 -0.2514 -0.007
C -5.8107 0.0426 -0.1069 0.006
C -4.4746 0.3162 -0.4772 -0.009
N -1.0067 -2.0023 -1.1932 -0.009
H 7.4896 0.4790 -1.0580 0.000
H 7.2580 -1.8447 -0.2306 0.000
H 5.0658 -3.0933 -0.4049 0.000
H 0.7952 -5.7563 -0.8591 0.001
H -0.5783 -7.4918 0.3934 0.000
H -2.7840 -6.7342 1.2860 0.000
H -3.6154 -4.4496 0.9577 0.000
H 5.5007 1.7325 -1.8385 0.000
H 3.1950 4.4802 -3.1569 0.000
H 2.2870 6.7090 -3.5158 0.000
H 0.1434 7.3800 -2.6728 0.000
H -1.5675 5.6466 -1.9282 0.000
H -4.9000 3.5581 -1.5072 -0.001
H -7.1968 3.1086 -0.8453 0.000
H -7.8139 0.8008 0.0138 0.000
H -6.0426 -0.9051 0.3053 0.000
N -1.2738 2.3149 1.8959 0.000
N -1.0528 0.9334 1.6687 -0.003
H -2.1243 2.4322 2.4133 0.000
H -1.3620 2.8298 1.0248 0.000
H -1.9041 0.3927 1.6650 0.000
H -0.4326 0.5571 2.3923 0.000
C -1.3505 -2.7897 3.4751 0.000
C -0.1887 -2.0076 4.1070 0.000
O 0.4180 -1.1374 3.1526 0.000
P 1.2077 -1.7510 1.7716 0.000
O 0.8850 -2.7597 -2.1432 0.002
Te 3.0990 -3.0337 2.1716 -0.001
O 1.7974 -0.1946 1.3734 -0.002
C 2.7046 0.6786 2.1004 0.000
C 2.1668 2.0802 2.2213 0.000
H -1.9733 -3.2325 4.2889 0.000
H -0.9153 -3.6035 2.9084 0.000
H -1.9823 -2.1168 2.8864 0.000
H 0.5773 -2.7233 4.4242 0.000
H -0.5195 -1.3200 4.8549 0.000
H 3.6702 0.6228 1.5856 0.000
H 2.8434 0.2470 3.1082 0.000
H 2.2061 2.5662 1.2721 0.000
H 2.7713 2.6322 2.9570 0.000
H 1.1380 2.0456 2.4985 0.000
```